i.
Below is one molecule with the formula C5H6OS2, with properties calculated with the ωB97M-V functional and the def2-TZVPD basis.

ORCA input file:
```
! RIJCOSX wB97M-V def2-TZVPD def2/J DEFGRID3
* xyz 0 1
O -0.149 1.984 0.119
C -0.671 0.751 -0.344
H -1.652 0.861 0.220
H -1.623 -0.482 -2.142
C 1.705 0.510 -0.015
H 0.333 -1.083 2.243
H -1.368 -0.459 1.876
S -0.722 -1.757 0.008
H 0.133 -0.425 -1.941
C -0.752 -0.430 -1.341
C -0.268 -0.640 1.506
C 0.405 0.613 0.693
H 1.887 1.357 -0.763
S 2.741 -0.801 -0.119
*
```

Summary:
Gap between HOMO and LUMO in eV: 7.96
LUMO in eV: -0.75
Highest occupied orbital energy in eV: -8.704

How positive or negative is each atom? The natural (NBO) charges in e answer that: O -0.425; C 0.083; H 0.180; H 0.256; C -0.279; H 0.235; H 0.252; S 0.165; H 0.219; C -0.528; C -0.472; C 0.053; H 0.232; S 0.029

---

ii.
Below is one molecule with the formula C5H6OS2, with properties calculated with the ωB97M-V functional and the def2-TZVPD basis.

ORCA input file:
```
! RIJCOSX wB97M-V def2-TZVPD def2/J DEFGRID3
* xyz 0 1
S 0.722 1.497 -0.780
C 1.419 0.450 0.608
H -0.944 0.015 1.350
O -1.654 -1.436 0.085
C -0.606 -0.748 0.695
H -0.318 -1.020 -1.455
H 1.277 1.000 1.526
C 0.856 -0.972 0.748
H 2.519 0.407 0.412
H -1.321 1.220 -2.015
C -1.042 0.958 -0.975
H -1.722 1.475 -0.296
C -0.916 -0.518 -0.705
S 1.730 -2.327 0.803
*
```

Summary:
Gap between HOMO and LUMO in eV: 8.48
LUMO in eV: -0.31
Highest occupied orbital energy in eV: -8.789

How positive or negative is each atom? The natural (NBO) charges in e answer that: S 0.184; C -0.592; H 0.189; O -0.425; C -0.033; H 0.204; H 0.234; C -0.102; H 0.261; H 0.237; C -0.528; H 0.224; C 0.064; S 0.084

---

The winner here is ii, beating the second structure by 66.2 kcal/mol.

---

i.
Below is a 10-piece molecular cluster, H22NO9 overall, with properties calculated with the ωB97M-V functional and the def2-TZVPD basis.

ORCA input file:
```
! RIJCOSX wB97M-V def2-TZVPD def2/J DEFGRID3
* xyz 1 1
O 1.053 0.742 2.624
H -2.709 -1.600 2.207
H 0.683 0.332 -0.780
H 2.696 1.361 -1.974
H 0.974 -3.062 1.125
H 3.420 2.246 -1.127
H -0.165 3.381 0.925
H 1.745 0.199 2.066
H 3.589 -0.164 1.685
H -0.302 -1.718 -3.232
H -3.787 -0.745 -1.942
O -3.130 -1.167 -1.368
H 1.361 -2.005 -3.140
H -0.385 -2.780 1.395
H 0.898 0.245 3.431
H -0.013 2.268 2.262
O 0.432 -2.310 1.154
O -2.304 -0.727 2.459
H 3.117 0.306 0.381
O -0.631 2.802 1.645
O 0.551 -1.797 -2.637
O 2.869 -0.309 1.027
H -3.848 -1.444 -0.862
H -0.690 -0.193 -0.947
H -2.991 -0.080 2.661
O -1.499 1.720 -2.453
H 0.360 -0.772 0.037
N -0.063 -0.109 -0.249
H -1.763 2.570 -2.637
H -1.588 1.063 -3.207
H -0.596 0.293 0.554
O 2.719 1.452 -1.085
*
```

Summary:
Gap between HOMO and LUMO in eV: 10.29
LUMO in eV: -2.84
Highest occupied orbital energy in eV: -13.132

How positive or negative is each atom? The natural (NBO) charges in e answer that: O -1.024; H 0.475; H 0.444; H 0.472; H 0.481; H 0.499; H 0.480; H 0.499; H 0.490; H 0.497; H 0.470; O -0.934; H 0.497; H 0.477; H 0.484; H 0.522; O -0.948; O -0.964; H 0.497; O -1.014; O -0.991; O -0.940; H 0.466; H 0.434; H 0.492; O -0.972; H 0.410; N -0.799; H 0.489; H 0.485; H 0.484; O -0.958

---

ii.
Below is a 10-piece molecular cluster, H22NO9 overall, with properties calculated with the ωB97M-V functional and the def2-TZVPD basis.

ORCA input file:
```
! RIJCOSX wB97M-V def2-TZVPD def2/J DEFGRID3
* xyz 1 1
H -0.250 -2.562 -2.067
H -1.129 2.688 2.303
O -1.712 -1.028 0.892
O -3.418 1.902 0.995
H -1.272 -1.506 1.588
H 3.237 1.401 -1.062
H -0.845 0.594 -0.599
H -2.749 1.140 -2.436
O 0.133 -1.580 -2.117
H 0.834 -2.817 2.908
H 2.888 -0.511 0.232
H -2.085 1.338 2.494
O -1.950 1.570 -2.940
H 1.363 -2.490 -0.606
O 2.413 -0.543 1.016
H -1.701 -1.813 0.263
H 0.707 0.040 -0.378
H 2.915 -0.550 1.639
O 2.210 -2.828 -0.821
H 1.162 -1.635 1.876
H 0.073 1.017 0.673
O 0.498 -2.077 2.457
H 2.524 2.331 -0.125
N 0.073 0.863 -0.318
H -3.399 1.141 0.338
H -2.892 2.718 0.562
H -2.242 2.440 -3.003
H 2.544 -2.639 -1.701
H 0.457 1.419 -0.935
H 0.475 -1.569 -2.968
O -1.317 1.776 2.848
O 2.455 1.770 -1.006
*
```

Summary:
Gap between HOMO and LUMO in eV: 10.76
LUMO in eV: -3.36
Highest occupied orbital energy in eV: -14.116

How positive or negative is each atom? The natural (NBO) charges in e answer that: H 0.494; H 0.458; O -0.982; O -0.945; H 0.510; H 0.467; H 0.449; H 0.468; O -0.973; H 0.491; H 0.483; H 0.500; O -0.938; H 0.478; O -0.918; H 0.468; H 0.460; H 0.456; O -0.960; H 0.492; H 0.462; O -0.994; H 0.489; N -0.838; H 0.479; H 0.472; H 0.473; H 0.481; H 0.436; H 0.484; O -0.957; O -0.948

---

The winner here is i, beating the second structure by 19.0 kcal/mol.

---

i.
Below is an isolated ion of composition C4H12N2O and charge +1, with properties calculated with the ωB97M-V functional and the def2-TZVPD basis.

ORCA input file:
```
! RIJCOSX wB97M-V def2-TZVPD def2/J DEFGRID3
* xyz 1 2
H 1.743 1.319 2.825
H -1.810 -0.916 -2.162
O 1.017 1.949 2.759
N -0.795 -1.925 0.433
H 1.039 -1.633 -0.615
H -0.867 -2.380 -2.245
H -1.850 -1.662 0.445
H -0.403 -1.525 1.354
C -0.113 -1.190 -0.619
C 0.552 1.893 1.396
C -0.041 0.399 -0.487
H -1.041 0.955 -0.280
C -0.776 -1.383 -1.940
N 0.968 0.800 0.529
H 0.442 0.601 -1.405
H 1.910 1.022 0.195
H 0.643 2.907 0.994
H -0.021 -1.040 -2.720
H -0.596 1.810 1.541
*
```

Summary:
Gap between HOMO and LUMO (alpha / beta) in eV: 11.74 / 5.61
LUMO (alpha / beta) in eV: -3.08 / -8.55
Highest occupied orbital energy (alpha / beta) in eV: -14.819 / -14.161

How positive or negative is each atom? The natural (NBO) charges in e answer that: H 0.478; H 0.244; O -0.664; N -0.639; H 0.249; H 0.259; H 0.386; H 0.380; C -0.046; C 0.037; C -0.233; H 0.262; C -0.662; N -0.380; H 0.264; H 0.414; H 0.231; H 0.232; H 0.187

---

ii.
Below is a 2-piece molecular cluster, C4H12N2O overall, with properties calculated with the ωB97M-V functional and the def2-TZVPD basis.

ORCA input file:
```
! RIJCOSX wB97M-V def2-TZVPD def2/J DEFGRID3
* xyz 1 2
H 2.997 -0.383 -1.083
H -0.699 -1.637 -0.795
H 3.740 0.473 1.087
C 2.906 -0.235 0.987
H 0.983 -0.493 1.908
H -0.011 -0.202 -0.099
H 3.266 -1.255 1.108
N 2.328 -0.141 -0.351
H -1.271 -1.097 0.855
O -3.160 -0.398 -0.830
H -2.009 1.419 -2.247
H -2.351 2.014 -0.799
C 1.892 0.073 2.093
H 2.054 0.815 -0.609
C -0.935 -0.800 -0.136
N -1.748 1.319 -1.259
C -2.041 0.012 -0.753
H 2.275 -0.292 3.043
H 1.706 1.143 2.137
*
```

Summary:
Gap between HOMO and LUMO (alpha / beta) in eV: 11.69 / 3.45
LUMO (alpha / beta) in eV: -2.92 / -9.32
Highest occupied orbital energy (alpha / beta) in eV: -14.608 / -12.774

How positive or negative is each atom? The natural (NBO) charges in e answer that: H 0.402; H 0.270; H 0.264; C -0.262; H 0.222; H 0.233; H 0.232; N -0.474; H 0.268; O -0.376; H 0.412; H 0.411; C -0.618; H 0.389; C -0.714; N -0.841; C 0.709; H 0.251; H 0.224

---

iii.
Below is an isolated ion of composition C4H12N2O and charge +1, with properties calculated with the ωB97M-V functional and the def2-TZVPD basis.

ORCA input file:
```
! RIJCOSX wB97M-V def2-TZVPD def2/J DEFGRID3
* xyz 1 2
C -0.825 0.539 1.496
H 3.198 -0.174 -0.400
C 0.000 0.664 0.225
H 0.345 1.687 -0.061
C -2.170 -0.260 1.334
H -1.948 -1.222 1.787
H -3.059 0.205 1.706
H 1.114 -1.019 0.566
H -0.613 0.560 -0.666
N 1.218 -0.090 0.174
H -1.089 1.613 1.702
O 2.016 -0.267 -2.091
H -0.317 0.133 2.361
H 2.167 1.356 -0.903
H -2.212 0.099 -0.667
H -3.383 -1.030 -0.182
C 2.279 0.214 -0.814
H 2.391 -1.123 -2.339
N -2.443 -0.689 -0.100
*
```

Summary:
Gap between HOMO and LUMO (alpha / beta) in eV: 10.15 / 5.16
LUMO (alpha / beta) in eV: -2.99 / -7.94
Highest occupied orbital energy (alpha / beta) in eV: -13.136 / -13.099

How positive or negative is each atom? The natural (NBO) charges in e answer that: C -0.444; H 0.217; C -0.297; H 0.258; C -0.223; H 0.198; H 0.212; H 0.412; H 0.308; N -0.135; H 0.255; O -0.663; H 0.245; H 0.206; H 0.332; H 0.391; C 0.056; H 0.511; N -0.839

---

The winner here is ii, beating the second structure by 3.3 kcal/mol.

---

i.
Below is a 6-piece molecular cluster, CH14O6 overall, with properties calculated with the ωB97M-V functional and the def2-TZVPD basis.

ORCA input file:
```
! RIJCOSX wB97M-V def2-TZVPD def2/J DEFGRID3
* xyz 0 1
C 0.662 -1.619 -1.160
O 0.075 1.009 1.676
O -0.279 -0.546 -0.787
O 4.066 0.528 -0.232
H 1.481 2.153 -2.007
H -3.630 -1.076 -1.280
H 1.676 -1.245 -1.161
H 4.530 1.153 0.528
H -3.234 -0.126 2.636
H -2.955 -1.157 0.204
H 0.552 1.155 -1.242
H -0.375 0.707 0.881
H -1.667 0.107 2.547
H 0.286 -2.148 -2.066
O 1.122 1.912 -1.118
H 3.131 0.712 0.038
O -2.970 -1.412 -0.690
O -2.473 -0.082 2.104
H -1.214 -0.920 -0.505
H 0.499 -2.482 -0.396
H 0.622 1.619 1.148
*
```

Summary:
Gap between HOMO and LUMO in eV: 10.85
LUMO in eV: 0.52
Highest occupied orbital energy in eV: -10.338

How positive or negative is each atom? The natural (NBO) charges in e answer that: C -0.257; O -0.969; O -0.830; O -0.942; H 0.482; H 0.498; H 0.204; H 0.464; H 0.480; H 0.506; H 0.497; H 0.480; H 0.509; H 0.179; O -0.988; H 0.477; O -0.979; O -0.985; H 0.518; H 0.173; H 0.484

---

ii.
Below is a 6-piece molecular cluster, CH14O6 overall, with properties calculated with the ωB97M-V functional and the def2-TZVPD basis.

ORCA input file:
```
! RIJCOSX wB97M-V def2-TZVPD def2/J DEFGRID3
* xyz 0 1
C -1.250 -2.088 0.338
O -0.456 0.667 -2.414
H -0.721 -3.101 0.420
H -1.125 -1.166 -1.435
H -0.905 0.269 0.303
H -0.562 0.472 1.653
H 1.989 0.176 -0.830
O 0.225 2.552 -0.701
H 0.269 1.247 -2.107
H -0.244 3.374 -0.759
H -0.738 -1.860 1.251
O -0.999 0.944 0.880
O -0.613 -1.271 -0.630
H -0.181 2.032 0.052
H 1.632 -0.261 1.724
H -1.309 0.970 -1.908
H 1.925 -1.860 1.931
H -2.248 -2.337 0.550
H 1.870 1.530 -0.435
O 2.112 0.783 -0.059
O 1.329 -1.070 2.176
*
```

Summary:
Gap between HOMO and LUMO in eV: 10.86
LUMO in eV: 0.50
Highest occupied orbital energy in eV: -10.360

How positive or negative is each atom? The natural (NBO) charges in e answer that: C -0.323; O -0.977; H 0.162; H 0.496; H 0.484; H 0.495; H 0.473; O -1.029; H 0.500; H 0.480; H 0.209; O -0.942; O -0.729; H 0.506; H 0.506; H 0.470; H 0.485; H 0.196; H 0.474; O -0.945; O -0.992

---

The winner here is i, beating the second structure by 14.4 kcal/mol.